C11H12N2O4SeSm | wB97M-V/def2-TZVPD

Results
Total energy (eV): -105990.30621
Highest occupied orbital energy (alpha / beta) (eV): -19.27 / -19.31
LUMO energy (alpha / beta) (eV): -13.39 / -13.24
Multiplicity: 6
Orbital gap (alpha / beta) (eV): 5.88 / 6.07
Net charge: +3

```
31
Properties=species:S:1:pos:R:3:mulliken_spin:R:1
Sm 0.0018 0.1996 -1.1234 5.124
C 0.0003 2.1179 0.2589 -0.015
O -0.0089 3.0983 0.8755 0.008
C -0.0045 2.5408 -2.2600 -0.006
O -0.0024 3.6622 -2.5751 0.003
C -2.3796 0.9662 -1.3394 -0.008
O -3.4661 1.3738 -1.3700 0.002
C 2.3449 1.0375 -1.3890 -0.010
O 3.4261 1.4762 -1.4175 0.004
C 0.0000 -1.3447 -3.9500 -0.002
H 0.9420 -1.8463 -3.6712 -0.001
H -0.9387 -1.8532 -3.6731 -0.001
C -0.0043 -0.0476 -4.3307 -0.004
H -0.9462 0.5337 -4.4267 -0.001
H 0.9338 0.5397 -4.4263 -0.001
C -2.4436 -1.1915 1.8841 -0.002
N -1.0894 -0.8270 2.2487 -0.004
C -0.7051 -0.1484 3.3969 -0.007
C 0.6486 -0.0188 3.3606 -0.006
N 1.0868 -0.6219 2.1806 -0.006
C 2.4835 -0.6943 1.7430 0.000
C 0.0084 -1.1439 1.4914 0.018
Se 0.0552 -2.3974 0.0379 -0.084
H -2.8140 -0.5629 1.0691 0.001
H -3.0781 -1.0486 2.7592 0.000
H -2.4768 -2.2332 1.5582 0.000
H -1.4304 0.1628 4.1323 0.000
H 1.3527 0.4236 4.0632 0.000
H 2.8353 0.2970 1.4013 0.000
H 3.1109 -1.0412 2.5834 0.000
H 2.5577 -1.4084 0.9080 -0.001
```